# 1
17
Properties=species:S:1:pos:R:3:forces:R:3:lowdin_charge:R:1 method="wB97M-V/def2-TZVPD" relative_energy_kj_mol=470.04 homo_lumo_gap_ev=10.16 total_charge=0 smiles="C#C/C(=C/CC)OC=O" lumo_energy_ev=0.82 e_tot_ev=-11478.6884
C 2.293 -0.337 0.072 -1.8456 -0.0612 2.9128 -0.1164
C 1.537 -1.628 -0.144 0.3298 -1.7930 1.7191 -0.2212
C 0.025 -1.462 -0.255 3.4903 -1.9876 -1.1862 -0.0212
C -0.616 -0.424 0.089 -1.9299 4.8257 2.5729 -0.2906
C 0.452 1.764 0.246 0.0509 0.5881 -1.0336 -0.3209
C -2.005 -0.292 -0.004 -4.9413 -1.0918 -0.5551 -0.0833
C -3.234 -0.455 -0.037 0.4951 1.7517 -0.1101 0.1320
H 2.086 -0.275 1.256 0.8624 1.1945 -2.6658 0.1288
H 3.342 -0.490 -0.035 0.6957 0.2988 -0.4948 0.0697
H 1.767 0.443 -0.478 1.4960 -0.0620 -0.0709 0.0411
H 1.849 -2.227 -1.024 0.1376 0.1853 0.7362 0.1094
H 1.898 -2.063 0.914 -1.4384 -0.8107 -2.7241 0.1497
H -0.586 -2.080 -0.892 0.2234 -0.7677 0.1874 0.1341
H 1.029 2.323 1.115 -1.1515 -0.4788 -2.0303 0.1857
H -4.375 -0.241 -0.106 2.8747 -0.8032 0.1712 0.0794
O -0.141 0.715 0.906 0.7167 -0.5181 -1.5365 -0.0221
O 0.427 1.986 -0.975 -0.0660 -0.4702 4.1078 0.0459

=====

# 2
60
Properties=species:S:1:pos:R:3:forces:R:3:lowdin_charge:R:1 method="wB97M-V/def2-TZVPD" relative_energy_kj_mol=54.28 spin_multiplicity=2 homo_lumo_gap_ev="9.38 / 5.83" total_charge=0 lumo_energy_ev="-0.21 / -3.77" e_tot_ev=-142135.2187
Sn 0.901 0.657 -0.470 0.0940 0.7208 0.7137 1.6478
C 2.491 -1.297 2.058 -0.5455 -0.0799 -0.3010 -0.0106
C 1.659 -2.308 1.255 0.7589 -0.3919 0.3470 -0.6768
C 1.081 -3.393 2.162 -0.1931 0.3237 -0.2372 -0.0328
C 2.498 -2.905 0.127 -0.4496 0.2604 0.0073 -0.0129
O 0.594 -1.543 0.688 -0.4883 0.2168 -0.2427 -0.4113
Ge -1.078 -1.910 0.012 0.6275 1.5182 -0.4515 1.0372
O -0.537 -1.311 -1.650 0.0836 -0.5545 0.7570 -0.3770
C -1.289 -1.103 -2.843 -0.4607 0.1864 -0.7497 -0.6924
C -1.588 -2.453 -3.495 0.1690 0.1075 0.3267 -0.0299
C -2.581 -0.338 -2.556 0.3317 -0.2042 0.2592 -0.0321
C -0.405 -0.252 -3.765 0.0805 -0.2032 0.5006 -0.0229
O -1.689 -0.252 0.480 0.2408 -0.7447 -0.4823 -0.3281
C -2.494 0.112 1.594 -0.8247 0.3556 0.6762 -0.6827
C -3.028 1.521 1.305 0.3366 -0.3241 -0.1023 -0.0070
C -1.671 0.103 2.878 0.1422 -0.0838 -0.4090 -0.0136
C -3.672 -0.862 1.711 0.4194 -0.0110 -0.2784 -0.0461
H 3.355 -1.779 2.512 0.0700 0.0630 -0.0573 0.0991
H 2.811 -0.504 1.370 0.2452 -0.0923 0.2466 0.0662
H 1.864 -0.852 2.832 0.0911 0.0481 0.0313 0.0942
H 1.866 -4.022 2.575 0.0215 -0.0059 0.0043 0.0944
H 0.519 -2.934 2.976 0.0069 -0.0323 0.0736 0.0848
H 0.396 -4.014 1.579 0.0531 -0.1504 0.0462 0.0722
H 3.342 -3.472 0.516 0.0326 0.0165 0.0036 0.0955
H 1.871 -3.562 -0.479 0.0727 -0.0864 -0.0553 0.0901
H 2.856 -2.089 -0.504 0.1445 -0.1438 -0.0467 0.0734
H -2.173 -3.064 -2.804 -0.0793 -0.0616 -0.0671 0.0784
H -2.150 -2.318 -4.417 -0.0298 -0.0223 -0.0220 0.0911
H -0.658 -2.976 -3.712 0.0104 -0.0249 -0.0454 0.0915
H -3.213 -0.921 -1.882 -0.1413 0.0542 -0.0173 0.0773
H -2.337 0.606 -2.065 -0.1539 -0.0023 -0.0374 0.0850
H -3.125 -0.149 -3.480 -0.0180 0.0190 -0.0030 0.0959
H 0.574 -0.720 -3.878 -0.0087 0.0320 -0.0825 0.0996
H -0.875 -0.149 -4.741 0.0161 0.0761 -0.0211 0.0964
H -0.264 0.736 -3.314 0.0195 -0.0301 -0.2164 0.0642
H -2.197 2.224 1.261 -0.0410 0.1224 0.0389 0.0676
H -3.562 1.519 0.355 -0.0643 0.0387 -0.0125 0.0854
H -3.704 1.826 2.102 0.0034 0.0653 0.0110 0.0970
H -0.846 0.807 2.780 0.0163 -0.0005 0.0949 0.0658
H -2.286 0.383 3.730 -0.0010 -0.0040 0.0396 0.0983
H -1.265 -0.900 3.033 0.0204 -0.0287 0.1551 0.0758
H -4.242 -0.871 0.781 -0.0900 0.0218 0.0029 0.0845
H -3.278 -1.870 1.882 -0.1274 -0.0730 0.1268 0.0648
H -4.325 -0.585 2.536 -0.0227 -0.0360 0.0203 0.0928
O 1.806 3.435 3.280 -0.0048 0.0771 0.1565 -0.0921
P 0.745 3.313 2.102 -0.0214 -0.2070 -0.1271 0.2405
O -0.603 3.705 2.495 -0.0507 0.0525 0.1757 -0.2409
O 0.950 1.938 1.455 -0.0254 -0.1913 -0.5289 -0.4649
O 1.375 4.472 1.055 -0.2448 -0.4536 0.4252 -0.2199
P 1.758 4.116 -0.414 0.6187 0.3726 0.5239 0.2753
O 0.364 3.497 -0.890 0.2067 -0.4261 -0.4511 -0.1602
O 2.298 5.140 -1.287 -0.0254 0.1889 -0.0724 -0.2180
O 2.857 2.933 -0.050 -0.1475 0.5270 -0.1179 -0.7183
H 2.695 3.198 2.991 -0.0200 -0.0333 0.0216 0.0831
H 0.292 3.604 -1.850 0.0387 -0.0937 -0.0621 0.0990
O 3.205 0.321 -1.205 -0.6943 -0.6405 0.4596 -0.5053
S 3.420 1.450 -2.137 0.4204 -0.1465 -0.6260 0.2033
O 2.130 2.055 -2.449 -0.6076 -0.0252 -0.1061 -0.4524
O 4.255 1.158 -3.254 0.4293 0.0626 0.1338 -0.2939
S 4.308 2.851 -0.876 -0.2403 0.0822 -0.3494 0.8746